Formula: C7H15N
Source: the OMol25 dataset
Level of theory: ωB97M-V/def2-TZVPD

Last column: Löwdin charge in e.
CARTESIAN COORDINATES (ANGSTROEM)
C: 0.27 0.25 3.37  -0.015
C: 0.66 0.46 2.13  -0.188
C: -0.08 1.29 1.10  -0.187
C: -0.59 0.42 -0.06  -0.417
C: -1.60 1.23 -0.86  -0.074
N: 0.54 0.03 -0.86  -0.056
C: 0.34 -0.94 -1.95  -0.273
C: 1.04 -2.24 -1.58  -0.102
H: -0.58 0.62 3.94  0.055
H: 0.81 -0.34 4.10  0.046
H: 1.51 -0.08 1.72  0.098
H: 0.66 2.00 0.72  0.112
H: -0.77 1.99 1.58  0.116
H: -1.01 -0.45 0.46  0.147
H: -1.27 2.20 -1.21  0.080
H: -2.11 0.66 -1.66  0.071
H: -2.56 1.40 -0.34  0.077
H: 1.08 0.82 -1.16  0.103
H: 0.59 -0.47 -2.90  0.109
H: -0.73 -1.20 -2.03  0.101
H: 0.88 -3.03 -2.31  0.062
H: 2.11 -1.97 -1.62  0.069
H: 0.80 -2.62 -0.59  0.068

Values from the calculation:
E_HOMO	-8.585	eV
energy relative to the best compared isomer or geometry (same formula, charge and spin)	34.6	kcal per mole
structure (SMILES)	C=CC[C@@H](C)NCC

Formula: C7H15N2O2
Source: the OMol25 dataset
Level of theory: ωB97M-V/def2-TZVPD

Last column: Löwdin charge in e.
CARTESIAN COORDINATES (ANGSTROEM)
C: -4.37 -1.46 -0.36  -0.124
C: 1.27 -0.30 -1.09  -0.059
C: 1.21 -0.44 1.26  -0.133
C: 2.77 -0.10 -1.04  -0.244
C: 2.68 -0.22 1.25  -0.194
C: -1.32 1.20 -1.03  0.025
C: -0.63 0.78 0.16  -0.352
N: -1.18 1.17 1.30  0.197
N: 0.55 0.20 0.14  -0.008
O: -3.16 -1.62 -0.30  -0.049
O: 3.31 -0.68 0.07  -0.113
H: -4.69 -0.51 -0.91  0.091
H: 0.81 0.13 -2.01  0.133
H: 1.19 -1.48 -1.11  0.185
H: 0.93 -1.49 1.21  0.143
H: 0.78 -0.08 2.27  0.149
H: 3.33 -0.49 -1.84  0.117
H: 3.19 1.03 -1.13  0.178
H: 2.86 0.89 1.49  0.151
H: 3.34 -0.69 2.12  0.183
H: -2.28 1.56 -0.79  0.086
H: -1.27 0.33 -1.71  0.122
H: -0.94 2.08 -1.41  0.097
H: -1.02 1.02 2.34  0.168
H: -5.17 -2.23 -0.09  0.108
H: -2.20 1.38 1.20  0.144

Values from the calculation:
E_HOMO	-13.390	eV
total charge	+1
energy relative to the best compared isomer or geometry (same formula, charge and spin)	50.8	kcal per mole

Formula: C7H15N2O3
Source: the OMol25 dataset
Level of theory: ωB97M-V/def2-TZVPD

Last column: Löwdin charge in e.
CARTESIAN COORDINATES (ANGSTROEM)
C: -0.63 -1.20 -0.63  -0.452
C: 0.14 1.68 -0.97  -0.085
C: -0.15 0.73 -2.18  -0.090
C: -0.53 1.12 0.30  -0.261
C: -2.10 1.16 0.20  0.001
C: -0.02 -1.95 2.19  0.017
C: 2.74 -0.15 0.48  -0.100
N: -0.83 -0.53 -1.72  0.099
N: -0.13 -0.25 0.55  -0.002
O: -0.90 -2.34 -0.37  0.137
O: 0.07 -0.58 1.79  -0.014
O: 1.65 -0.71 -0.23  -0.089
H: 1.24 1.65 -0.83  0.107
H: -0.08 2.70 -1.09  0.116
H: -0.84 1.25 -2.88  0.134
H: 0.82 0.41 -2.68  0.146
H: -0.21 1.66 1.12  0.136
H: -2.48 1.15 -0.82  0.077
H: -2.53 2.13 0.68  0.136
H: -2.65 0.32 0.65  0.099
H: -1.08 -2.37 2.04  0.136
H: 0.21 -1.99 3.23  0.104
H: 0.58 -2.49 1.45  0.103
H: 2.58 0.20 1.54  0.123
H: 3.27 0.67 0.02  0.078
H: 3.22 -1.14 0.61  0.121
H: -1.35 -1.12 -2.45  0.222

Values from the calculation:
E_HOMO (alpha / beta)	-14.376 / -14.220	eV
total charge	+1
energy relative to the best compared isomer or geometry (same formula, charge and spin)	124.3	kcal per mole